The following is a DFT calculation (ωB97M-V/def2-TZVPD) of C2H3EuF as an isolated structure.

Each line ends with the Löwdin spin population.
Positions of all 7 atoms, in Å:
Eu  2.30  0.91  0.30  7.0191
F  -0.49  1.74  0.33  -0.0002
C  -0.50  -0.84  0.23  -0.0142
C  -0.09  0.37  -0.37  -0.0050
H  -0.14  0.48  -1.46  0.0008
H  -0.33  -1.77  -0.31  -0.0003
H  -0.75  -0.89  1.29  -0.0002

**Energy**: -24148.22096 eV
**Charge**: +2
**2S+1**: 8

=====

The following is a DFT calculation (ωB97M-V/def2-TZVPD) of a 2-piece molecular cluster, C2H6NO3 overall.

Each line ends with the natural charge from an NBO analysis.
Positions of all 12 atoms, in Å:
O  1.76  -0.29  2.18  -0.9004
O  -2.22  -1.21  -2.40  -0.9824
O  -1.47  0.54  -0.50  -0.7436
N  0.70  0.05  0.16  -0.6389
C  1.93  0.36  1.07  0.1536
C  -0.43  0.76  0.10  0.5356
H  -2.21  -0.60  -1.66  0.5062
H  -1.40  -0.96  -2.87  0.4535
H  -0.41  1.69  0.76  0.0858
H  2.04  1.40  1.21  0.0915
H  2.81  -0.01  0.48  0.0634
H  0.67  -0.87  -0.34  0.3757

**Energy**: -9804.33787 eV
**Charge**: -1
**ΔE to the lowest compared entry with this formula, charge and spin**: 1.863 eV
**2S+1**: 1

=====

The following is a DFT calculation (ωB97M-V/def2-TZVPD) of an isolated ion of composition C2H9BN and charge -1.

Each line ends with the natural charge from an NBO analysis.
Positions of all 13 atoms, in Å:
N  -0.68  0.69  0.63  -0.6568
C  0.59  0.74  -0.11  -0.4344
C  -1.70  -0.05  -0.07  -0.4018
B  1.49  -0.66  -0.13  -0.4457
H  1.61  -1.14  -1.25  -0.0747
H  1.19  1.53  0.36  0.1648
H  2.63  -0.41  0.24  -0.0717
H  -1.52  -1.13  -0.15  0.1668
H  0.37  1.10  -1.12  0.1580
H  -1.83  0.38  -1.06  0.1739
H  -2.66  0.09  0.45  0.1600
H  -0.54  0.32  1.56  0.3399
H  1.04  -1.47  0.66  -0.0782

**Energy**: -4385.99507 eV
**Charge**: -1
**ΔE to the lowest compared entry with this formula, charge and spin**: 0.135 eV
**2S+1**: 1

=====

The following is a DFT calculation (ωB97M-V/def2-TZVPD) of a 3-piece molecular cluster, C3H12O3S overall.

Each line ends with the natural charge from an NBO analysis.
Positions of all 19 atoms, in Å:
S  -0.96  -3.73  0.54  -0.0164
O  -1.57  3.16  -3.66  -0.9176
O  0.43  4.70  -4.53  -0.9029
O  1.52  -0.19  2.12  -0.7260
C  0.84  -0.95  3.08  -0.0541
C  -0.09  -2.03  2.58  -0.4475
C  0.33  -2.63  1.24  -0.5657
H  0.72  -1.73  0.74  0.2269
H  1.53  -1.50  3.78  0.1783
H  -1.04  -1.42  2.48  0.2003
H  -0.09  -2.89  3.38  0.2184
H  0.25  -0.17  3.81  0.1509
H  -0.53  5.05  -4.95  0.4558
H  0.68  4.66  -5.54  0.4468
H  -1.67  2.70  -4.60  0.4571
H  -1.50  -2.60  -0.11  0.1371
H  1.45  -3.07  1.46  0.2251
H  0.96  0.21  1.39  0.4728
H  -1.24  2.42  -3.20  0.4608

**Energy**: -20280.07142 eV
**Charge**: 0
**ΔE to the lowest compared entry with this formula, charge and spin**: 3.313 eV
**2S+1**: 1
**Structure (SMILES)**: OCCCS.O.O

=====

The following is a DFT calculation (ωB97M-V/def2-TZVPD) of a 2-piece molecular cluster, C5H8ClN overall.

Each line ends with the natural charge from an NBO analysis.
Positions of all 15 atoms, in Å:
Cl  0.64  2.52  -0.55  -0.0369
N  3.17  -1.20  0.44  -0.3019
C  0.66  0.94  1.50  -0.4249
C  -1.40  0.64  -0.19  -0.4318
C  2.51  -1.64  -0.36  0.0689
C  -1.41  -0.76  -0.84  -0.6138
C  0.03  1.14  0.31  -0.0257
H  -1.84  1.47  -0.88  0.2304
H  -0.57  -1.35  -0.37  0.2056
H  2.02  -2.11  -1.20  0.2341
H  -1.27  -0.75  -1.94  0.2173
H  0.22  0.16  2.10  0.2087
H  -1.92  0.55  0.70  0.2118
H  1.56  1.61  1.74  0.2400
H  -2.39  -1.21  -0.46  0.2182

**Energy**: -19324.97186 eV
**Charge**: 0
**ΔE to the lowest compared entry with this formula, charge and spin**: 1.979 eV
**2S+1**: 1
**Structure (SMILES)**: C=C(Cl)CC.C#N